C38H24BrF5NO4P2S2SeTi as an isolated structure at a distorted geometry. Source: the OMol25 dataset; level of theory: the ωB97M-V functional and the def2-TZVPD basis.

The geometry in XYZ format:
```
79
C38H24BrF5NO4P2S2SeTi (the ωB97M-V functional and the def2-TZVPD basis)
Ti -0.93 1.33 -1.06
O -2.89 3.27 1.84
C -2.45 2.37 0.97
O -1.35 2.51 0.35
C -3.23 1.24 0.61
C -4.46 0.74 1.07
C -4.99 -0.38 0.48
C -4.32 -1.00 -0.60
C -3.12 -0.48 -1.00
N -2.57 0.59 -0.41
C -2.18 -0.94 -2.11
O -2.40 -1.92 -2.79
O -1.17 -0.15 -2.20
H -2.38 4.10 1.70
H -4.96 1.26 1.88
H -5.92 -0.80 0.84
H -4.72 -1.87 -1.09
S 1.34 2.69 -1.24
P 1.72 1.16 -0.03
C 0.30 0.23 0.29
P -0.24 -0.10 1.91
S -1.01 1.14 3.23
C 1.10 -1.05 2.77
C 1.28 -0.91 4.14
C 2.31 -1.57 4.78
C 3.17 -2.38 4.06
C 2.98 -2.54 2.70
C 1.95 -1.89 2.06
C -1.44 -1.47 1.65
C -1.31 -2.34 0.58
C -2.21 -3.38 0.42
C -3.24 -3.55 1.34
C -3.38 -2.67 2.40
C -2.48 -1.63 2.55
C 2.75 -0.09 -0.90
C 2.25 -0.56 -2.11
C 2.87 -1.62 -2.75
C 3.98 -2.23 -2.17
C 4.46 -1.77 -0.95
C 3.85 -0.71 -0.31
C 2.90 1.82 1.21
C 2.54 1.99 2.53
C 3.44 2.52 3.43
C 4.70 2.90 3.01
C 5.05 2.78 1.67
C 4.15 2.25 0.77
H 0.61 -0.26 4.69
H 2.45 -1.45 5.85
H 3.98 -2.89 4.56
H 3.65 -3.18 2.13
H 1.80 -2.01 0.99
H -0.52 -2.19 -0.14
H -2.12 -4.05 -0.43
H -3.94 -4.37 1.21
H -4.19 -2.79 3.10
H -2.60 -0.92 3.35
H 1.38 -0.09 -2.54
H 2.49 -1.98 -3.69
H 4.46 -3.06 -2.67
H 5.32 -2.25 -0.50
H 4.21 -0.36 0.64
H 1.54 1.70 2.85
H 3.16 2.62 4.47
H 5.41 3.29 3.72
H 6.03 3.09 1.34
H 4.41 2.15 -0.28
F -1.65 0.60 -7.91
C -1.86 0.96 -6.62
C -3.13 1.28 -6.17
F -4.16 1.23 -7.06
C -3.34 1.64 -4.85
F -4.60 1.91 -4.44
C -2.28 1.77 -3.95
Se -2.37 2.96 -2.38
C -1.02 1.45 -4.44
F 0.04 1.57 -3.59
C -0.79 1.02 -5.73
F 0.46 0.69 -6.15
Br -2.60 5.01 -0.87
```

- LUMO (alpha / beta): 4.116 / 4.115 eV
- Multiplicity: 2
- Relative energy (zero: lowest compared OMol25 entry of this formula, charge and spin): 362.10 kJ/mol
- Net charge: -2
- HOMO-LUMO gap (alpha / beta): 5.2 / 5.6 eV
- <S²>: 0.766
- DFT total energy: -9621.73978 hartree
- HOMO energy (alpha / beta): -1.11 / -1.53 eV

Atom-resolved charges from Mulliken, all expressed in e: atom 1 (Ti): -1.43, atom 2 (O): -0.58, atom 3 (C): -0.32, atom 4 (O): 0.00, atom 5 (C): 0.59, atom 6 (C): -1.05, atom 7 (C): -0.72, atom 8 (C): -1.02, atom 9 (C): 0.59, atom 10 (N): 1.36, atom 11 (C): 0.49, atom 12 (O): -0.82, atom 13 (O): -0.48, atom 14 (H): 0.47, atom 15 (H): 0.56, atom 16 (H): 0.42, atom 17 (H): 0.61, atom 18 (S): -0.74, atom 19 (P): 2.07, atom 20 (C): -0.35, atom 21 (P): 1.55, atom 22 (S): -0.51, atom 23 (C): 0.93, atom 24 (C): -0.62, atom 25 (C): -0.70, atom 26 (C): -0.64, atom 27 (C): -0.78, atom 28 (C): -0.36, atom 29 (C): 0.30, atom 30 (C): 0.03, atom 31 (C): -0.53, atom 32 (C): -0.70, atom 33 (C): -0.77, atom 34 (C): -0.60, atom 35 (C): 0.07, atom 36 (C): -0.02, atom 37 (C): -0.83, atom 38 (C): -0.57, atom 39 (C): -0.67, atom 40 (C): -0.42, atom 41 (C): 0.48, atom 42 (C): -0.06, atom 43 (C): -0.83, atom 44 (C): -0.48, atom 45 (C): -0.74, atom 46 (C): -0.48, atom 47 (H): 0.43, atom 48 (H): 0.40, atom 49 (H): 0.38, atom 50 (H): 0.42, atom 51 (H): 0.51, atom 52 (H): 0.16, atom 53 (H): 0.38, atom 54 (H): 0.39, atom 55 (H): 0.43, atom 56 (H): 0.37, atom 57 (H): 0.02, atom 58 (H): 0.46, atom 59 (H): 0.36, atom 60 (H): 0.43, atom 61 (H): 0.42, atom 62 (H): 0.28, atom 63 (H): 0.44, atom 64 (H): 0.35, atom 65 (H): 0.38, atom 66 (H): 0.45, atom 67 (F): -0.35, atom 68 (C): 0.62, atom 69 (C): 0.05, atom 70 (F): -0.34, atom 71 (C): 0.38, atom 72 (F): -0.34, atom 73 (C): -0.09, atom 74 (Se): 0.03, atom 75 (C): 0.37, atom 76 (F): -0.11, atom 77 (C): -0.19, atom 78 (F): -0.35, atom 79 (Br): -0.80

=====

C38H25Cl2N9O5S2Sr as an isolated structure. Source: the OMol25 dataset; level of theory: the ωB97M-V functional and the def2-TZVPD basis.

The geometry in XYZ format:
```
82
C38H25Cl2N9O5S2Sr (the ωB97M-V functional and the def2-TZVPD basis)
Sr -0.12 -0.78 0.91
Cl 2.34 3.85 6.19
C 2.30 2.64 4.93
C 1.18 2.56 4.13
C 1.08 1.60 3.10
N -0.02 1.45 2.26
C -1.01 2.34 2.27
O -1.15 3.37 2.95
C -2.13 2.07 1.27
C -3.01 3.11 1.00
C -4.04 2.91 0.09
C -4.17 1.67 -0.50
C -3.27 0.68 -0.17
N -2.27 0.87 0.69
C 2.18 0.72 2.91
C 3.30 0.82 3.74
C 3.36 1.77 4.74
Cl 4.80 1.85 5.74
N 2.13 -0.15 1.81
C 2.91 -1.22 1.75
O 3.66 -1.73 2.60
C 2.87 -1.92 0.39
C 3.72 -3.00 0.16
C 3.73 -3.59 -1.09
C 2.89 -3.10 -2.07
C 2.04 -2.05 -1.75
N 2.03 -1.47 -0.55
H 0.36 3.24 4.28
H -2.85 4.05 1.50
H -4.72 3.72 -0.15
H -4.96 1.46 -1.22
H -3.31 -0.31 -0.62
H 4.11 0.13 3.60
H 4.35 -3.33 0.98
H 4.38 -4.43 -1.29
H 2.85 -3.54 -3.06
H 1.33 -1.65 -2.47
S -1.46 -1.93 -1.81
C -1.23 -0.67 -2.95
N -1.32 -0.83 -4.23
N -1.15 0.41 -4.95
C -2.28 1.14 -5.25
C -2.26 2.05 -6.32
C -3.35 2.86 -6.58
C -4.49 2.78 -5.80
C -4.52 1.88 -4.75
C -3.44 1.06 -4.47
N -1.14 0.66 -2.43
N -0.06 0.96 -1.92
C 0.02 2.33 -1.51
C -0.76 3.33 -2.07
C -0.66 4.62 -1.58
C 0.20 4.90 -0.52
C 0.99 3.90 0.02
C 0.92 2.60 -0.49
H -0.57 0.23 -5.76
H -1.36 2.13 -6.92
H -3.30 3.56 -7.41
H -5.35 3.42 -6.01
H -5.41 1.80 -4.13
H -3.46 0.36 -3.64
H -1.45 3.08 -2.88
H -1.28 5.40 -1.99
H 0.24 5.90 -0.11
H 1.64 4.10 0.86
H 1.49 1.79 -0.05
O -0.15 -1.99 3.20
C 0.01 -3.08 2.63
N -0.47 -3.36 1.41
S -0.08 -4.86 0.93
O -1.24 -5.72 0.91
O 0.75 -4.84 -0.24
C 0.91 -5.26 2.36
C 1.67 -6.37 2.65
C 2.39 -6.37 3.83
C 2.36 -5.27 4.69
C 1.60 -4.15 4.38
C 0.86 -4.17 3.21
H 1.71 -7.21 1.96
H 3.01 -7.22 4.09
H 2.96 -5.28 5.59
H 1.59 -3.27 5.01
```

- LUMO: 4.131 eV
- Relative energy (zero: lowest compared OMol25 entry of this formula, charge and spin): 69.37 kJ/mol
- Net charge: -2
- HOMO-LUMO gap: 6.4 eV
- DFT total energy: -4079.83071 hartree
- HOMO energy: -2.26 eV

Atom-resolved charges from Mulliken, all expressed in e: atom 1 (Sr): 1.23, atom 2 (Cl): -0.28, atom 3 (C): 0.05, atom 4 (C): -1.07, atom 5 (C): -0.10, atom 6 (N): 0.80, atom 7 (C): -0.12, atom 8 (O): -0.84, atom 9 (C): 0.52, atom 10 (C): -0.66, atom 11 (C): -0.52, atom 12 (C): -0.66, atom 13 (C): -0.58, atom 14 (N): 0.14, atom 15 (C): -0.23, atom 16 (C): -0.90, atom 17 (C): 0.02, atom 18 (Cl): -0.28, atom 19 (N): 0.56, atom 20 (C): 0.01, atom 21 (O): -0.83, atom 22 (C): 0.32, atom 23 (C): -0.73, atom 24 (C): -0.34, atom 25 (C): -0.94, atom 26 (C): -0.03, atom 27 (N): 0.05, atom 28 (H): 0.68, atom 29 (H): 0.47, atom 30 (H): 0.36, atom 31 (H): 0.46, atom 32 (H): 0.68, atom 33 (H): 0.57, atom 34 (H): 0.51, atom 35 (H): 0.37, atom 36 (H): 0.43, atom 37 (H): 0.25, atom 38 (S): -0.30, atom 39 (C): 0.04, atom 40 (N): -0.78, atom 41 (N): 0.05, atom 42 (C): 0.41, atom 43 (C): -0.62, atom 44 (C): -0.38, atom 45 (C): -0.62, atom 46 (C): -0.59, atom 47 (C): 0.01, atom 48 (N): 0.55, atom 49 (N): -0.49, atom 50 (C): -0.24, atom 51 (C): -0.29, atom 52 (C): -0.65, atom 53 (C): -0.52, atom 54 (C): -0.50, atom 55 (C): 0.24, atom 56 (H): 0.29, atom 57 (H): 0.30, atom 58 (H): 0.36, atom 59 (H): 0.36, atom 60 (H): 0.33, atom 61 (H): 0.37, atom 62 (H): 0.46, atom 63 (H): 0.39, atom 64 (H): 0.36, atom 65 (H): 0.38, atom 66 (H): 0.50, atom 67 (O): -0.69, atom 68 (C): 0.60, atom 69 (N): -0.42, atom 70 (S): 0.96, atom 71 (O): -0.72, atom 72 (O): -0.53, atom 73 (C): 0.13, atom 74 (C): -0.76, atom 75 (C): -0.37, atom 76 (C): -0.62, atom 77 (C): -0.39, atom 78 (C): 0.33, atom 79 (H): 0.43, atom 80 (H): 0.38, atom 81 (H): 0.37, atom 82 (H): 0.50

=====

C38H25F4IN6OP2Pd as an isolated structure at a distorted geometry. Source: the OMol25 dataset; level of theory: the ωB97M-V functional and the def2-TZVPD basis.

The geometry in XYZ format:
```
78
C38H25F4IN6OP2Pd (the ωB97M-V functional and the def2-TZVPD basis)
Pd 1.06 -0.92 -0.16
N -0.17 -2.89 1.70
P 0.77 -1.52 2.04
C -0.22 -0.44 3.05
C -1.40 0.08 2.52
C -2.21 0.87 3.32
C -1.82 1.16 4.63
C -0.64 0.65 5.14
C 0.17 -0.15 4.35
C 2.29 -2.04 2.81
C 3.26 -1.08 3.11
C 4.44 -1.47 3.71
C 4.67 -2.81 3.99
C 3.71 -3.76 3.69
C 2.51 -3.38 3.10
P 0.04 -2.96 0.02
C -1.59 -3.17 -0.71
C -2.58 -3.90 -0.05
C -3.81 -4.08 -0.66
C -4.05 -3.55 -1.92
C -3.07 -2.83 -2.58
C -1.84 -2.64 -1.97
C 1.09 -4.37 -0.28
C 0.81 -5.59 0.34
C 1.64 -6.68 0.11
C 2.74 -6.55 -0.73
C 3.02 -5.33 -1.34
C 2.19 -4.24 -1.12
H -1.07 -3.00 2.15
H -1.69 -0.12 1.50
H -3.13 1.28 2.93
H -2.45 1.78 5.25
H -0.35 0.87 6.16
H 1.09 -0.56 4.76
H 3.08 -0.03 2.88
H 5.19 -0.73 3.96
H 5.59 -3.11 4.46
H 3.88 -4.80 3.92
H 1.76 -4.12 2.86
H -2.40 -4.33 0.93
H -4.58 -4.65 -0.15
H -5.02 -3.70 -2.39
H -3.26 -2.40 -3.55
H -1.07 -2.07 -2.49
H -0.05 -5.70 0.99
H 1.42 -7.63 0.58
H 3.38 -7.40 -0.90
H 3.87 -5.24 -1.99
H 2.41 -3.29 -1.59
F 0.76 2.73 -1.91
C 0.10 3.38 -2.86
C 0.66 4.47 -3.41
F 1.83 4.87 -2.97
C 0.03 5.23 -4.48
C -1.27 4.71 -4.88
C -1.81 3.60 -4.34
F -3.00 3.19 -4.75
C -1.17 2.84 -3.30
C -1.73 1.68 -2.78
C -1.20 0.97 -1.68
N -0.76 0.36 -0.79
C -2.89 1.03 -3.30
N -3.77 0.43 -3.74
F -1.94 5.37 -5.80
C 0.61 6.32 -5.07
C 0.02 7.07 -6.13
N -0.39 7.69 -7.01
C 1.90 6.82 -4.70
N 2.94 7.22 -4.41
N 4.58 -0.49 -1.86
C 4.41 -0.61 -0.54
O 3.32 -0.89 -0.02
C 5.63 -0.45 0.32
I 6.65 -2.32 0.41
H 3.82 -0.68 -2.49
H 5.49 -0.35 -2.25
H 5.31 -0.21 1.33
H 6.32 0.30 -0.05
```

- LUMO (alpha / beta): -7.645 / -7.644 eV
- Relative energy (zero: lowest compared OMol25 entry of this formula, charge and spin): 0.00 kJ/mol
- Net charge: +2
- HOMO-LUMO gap (alpha / beta): 6.0 / 6.0 eV
- DFT total energy: -3374.00247 hartree
- HOMO energy (alpha / beta): -13.67 / -13.67 eV

Atom-resolved charges from Mulliken, all expressed in e: atom 1 (Pd): -0.25, atom 2 (N): -0.27, atom 3 (P): 1.13, atom 4 (C): 0.65, atom 5 (C): -0.37, atom 6 (C): -0.81, atom 7 (C): -0.52, atom 8 (C): -0.76, atom 9 (C): -0.36, atom 10 (C): 0.54, atom 11 (C): -0.52, atom 12 (C): -0.73, atom 13 (C): -0.59, atom 14 (C): -0.74, atom 15 (C): -0.35, atom 16 (P): 0.79, atom 17 (C): 1.16, atom 18 (C): -0.53, atom 19 (C): -0.83, atom 20 (C): -0.59, atom 21 (C): -0.74, atom 22 (C): -0.48, atom 23 (C): 0.67, atom 24 (C): -0.35, atom 25 (C): -0.73, atom 26 (C): -0.54, atom 27 (C): -0.78, atom 28 (C): -0.10, atom 29 (H): 0.44, atom 30 (H): 0.16, atom 31 (H): 0.46, atom 32 (H): 0.42, atom 33 (H): 0.44, atom 34 (H): 0.40, atom 35 (H): 0.57, atom 36 (H): 0.49, atom 37 (H): 0.45, atom 38 (H): 0.48, atom 39 (H): 0.46, atom 40 (H): 0.28, atom 41 (H): 0.44, atom 42 (H): 0.43, atom 43 (H): 0.47, atom 44 (H): 0.45, atom 45 (H): 0.36, atom 46 (H): 0.45, atom 47 (H): 0.44, atom 48 (H): 0.46, atom 49 (H): 0.22, atom 50 (F): -0.24, atom 51 (C): 0.29, atom 52 (C): -0.08, atom 53 (F): -0.28, atom 54 (C): 0.20, atom 55 (C): 0.25, atom 56 (C): 0.04, atom 57 (F): -0.29, atom 58 (C): 0.73, atom 59 (C): 0.67, atom 60 (C): 0.09, atom 61 (N): -0.25, atom 62 (C): -0.34, atom 63 (N): -0.46, atom 64 (F): -0.26, atom 65 (C): 1.26, atom 66 (C): -0.19, atom 67 (N): -0.37, atom 68 (C): -0.13, atom 69 (N): -0.41, atom 70 (N): -0.34, atom 71 (C): 0.34, atom 72 (O): -0.28, atom 73 (C): -0.92, atom 74 (I): 0.13, atom 75 (H): 0.18, atom 76 (H): 0.23, atom 77 (H): 0.17, atom 78 (H): 0.54